Below is C32H76LiN9O10 as an isolated structure at a distorted geometry, with properties calculated with ωB97M-V with the def2-TZVPD basis set.

Calculated values
Lowest unoccupied orbital energy (eV): -0.462
Maximum force (eV Å⁻¹): 11.26
M (g/mol): 754.0

XYZ file:
```
128
Properties=species:S:1:pos:R:3:forces:R:3:mulliken_charge:R:1
O -2.882 3.145 -1.084 -5.2 4.5 3.3 -0.87
O -3.325 3.305 -3.730 -2.0 1.9 1.6 -0.59
O -2.016 -3.007 -2.340 1.3 -0.3 1.0 -0.46
O 2.384 3.741 2.870 -2.2 2.7 2.1 -0.47
O 0.705 0.205 -4.182 1.1 0.4 -1.8 -0.61
O 0.083 -2.104 0.814 1.7 0.0 -0.8 -0.22
O 4.555 1.905 -2.479 3.0 0.0 -0.1 -0.78
O -1.415 2.077 -1.792 8.7 -3.5 6.2 -1.32
O 2.591 -0.891 -0.231 -0.2 -1.9 2.4 -0.33
O 0.645 2.164 -2.253 -6.2 2.9 -1.3 -0.64
N -0.498 -2.249 2.039 -2.0 -1.3 2.0 0.66
N 3.254 3.024 2.186 2.6 -2.2 -3.4 0.21
N 3.015 -1.250 -2.388 1.0 -2.2 -1.1 -0.25
N -3.009 -2.051 -2.326 -2.1 2.5 -0.4 0.59
N 0.950 -1.067 -1.703 -2.0 -1.3 -0.5 1.30
N -1.682 1.845 -3.763 3.1 -1.9 -5.8 0.40
N -2.443 2.571 -5.606 -0.5 0.4 -3.8 -0.48
N 2.803 2.824 -3.485 -1.5 4.0 -3.3 -0.25
N 2.473 1.271 -2.113 2.3 -6.3 2.8 -0.48
C -1.888 -0.522 -0.631 -4.1 -1.2 -4.3 0.33
C -1.643 -0.121 1.726 1.5 0.1 2.8 -1.85
C -1.202 -2.406 4.911 -0.9 3.3 -2.6 -0.89
C 2.198 -1.128 -1.335 2.5 -1.3 -1.5 -1.19
C -4.692 -3.729 -2.725 -0.4 0.4 0.3 -2.04
C -2.545 -0.616 -2.016 1.4 -0.8 -0.6 0.40
C -4.941 -0.023 -1.482 0.7 -0.8 -1.6 -0.68
C -1.380 -0.314 -2.989 0.2 -3.4 0.9 0.03
C 1.286 -3.648 3.210 1.7 0.8 -0.3 -1.90
C 3.820 1.664 4.267 0.6 0.4 -0.6 -1.22
C -0.469 -4.759 1.882 -0.2 -0.2 -0.2 -2.18
C -1.663 -1.224 3.930 -0.2 -0.6 1.6 -1.49
C -5.352 -1.431 -2.023 0.3 0.0 1.2 -1.49
C 5.190 3.792 3.631 -1.5 -1.8 -0.1 -1.80
C 0.535 -0.216 3.219 -3.5 -4.3 1.4 -1.61
C -0.256 1.679 -1.554 -0.1 0.0 4.8 0.81
C -4.324 -2.984 -0.303 1.6 0.8 0.8 -1.37
C 5.284 1.675 2.151 0.6 -0.6 1.2 -1.52
C 4.368 2.546 3.040 -0.2 -0.7 0.2 1.48
C -4.294 -2.571 -1.764 -0.6 0.4 -2.1 1.87
C 0.090 1.080 -0.192 -1.2 1.6 -2.2 -1.28
C -2.567 2.579 -4.286 -1.9 2.8 -1.8 0.27
C 3.363 1.989 -2.646 2.0 -0.3 -0.4 -0.26
C 4.607 0.679 1.270 -2.0 0.9 -1.2 -0.54
C 1.832 3.061 0.061 0.9 2.8 0.8 -1.84
C -0.786 -0.978 2.709 0.4 1.0 1.1 2.09
C -3.647 0.453 -2.246 -1.8 -1.4 0.9 -0.65
C 2.533 2.260 1.137 1.2 -3.8 -1.0 2.95
C -0.159 -3.520 2.742 0.2 0.4 1.1 1.82
C -0.998 -3.624 4.025 -0.2 0.0 1.9 -1.16
C 1.489 1.222 1.793 4.2 5.1 -2.2 -1.45
C 3.589 1.362 0.283 1.1 0.6 2.4 -0.74
Li -0.391 3.116 -2.850 -2.6 3.8 -2.6 0.93
H 5.872 4.214 2.893 -0.3 0.3 0.1 0.33
H -2.719 -0.269 1.825 0.0 -0.5 0.1 0.91
H 3.984 0.018 1.873 0.1 -0.3 0.3 0.11
H -4.891 -3.849 0.043 -0.2 0.1 -0.6 0.44
H -1.960 -4.094 3.820 0.0 -0.1 0.1 0.41
H 4.551 0.891 4.503 0.0 -0.1 -0.1 0.34
H -0.435 -4.139 4.804 0.0 -1.6 -0.8 0.35
H 2.439 3.945 -0.134 0.5 0.0 -0.5 0.36
H -1.061 0.724 -3.082 0.9 -5.2 1.0 -1.32
H -1.700 -0.319 4.535 0.3 0.3 -0.1 0.35
H 1.516 -4.516 3.828 -0.4 -0.3 -0.2 0.51
H 0.963 0.570 1.095 2.0 0.2 1.7 0.23
H -0.312 -2.033 5.418 0.4 -0.4 -0.2 0.32
H 2.007 -3.636 2.393 -0.2 -0.3 -0.4 0.29
H -2.704 -1.319 3.620 -0.1 -0.7 -0.1 0.55
H 1.188 0.054 2.389 -4.1 -5.1 2.1 0.16
H 1.951 0.567 2.531 3.8 3.8 -0.8 -0.42
H -2.580 -0.806 0.161 -0.6 -0.3 -1.7 -0.18
H 3.987 -0.980 -2.343 -0.2 -0.2 0.0 0.29
H 2.806 4.593 2.742 -0.9 0.8 0.5 0.48
H -1.708 2.008 -6.009 -0.1 0.5 -0.3 0.19
H -2.296 2.675 -1.677 -3.8 2.7 0.8 1.22
H -5.818 0.617 -1.580 0.3 0.4 -0.2 0.52
H 3.325 3.513 -4.008 0.0 -0.3 0.4 0.29
H 2.879 1.172 4.021 0.1 0.2 0.1 0.13
H 0.673 1.794 2.235 0.4 0.1 0.5 0.22
H 5.339 0.029 0.790 0.0 0.2 -0.3 0.37
H -1.557 1.613 -2.788 -3.2 0.6 -1.9 -0.71
H -0.806 0.785 0.354 2.4 1.3 0.1 -0.09
H -3.813 0.566 -3.318 -0.4 -0.4 -0.1 0.61
H 2.566 -1.460 -3.268 0.8 0.5 0.0 0.13
H -4.097 -4.642 -2.679 0.0 0.0 0.5 0.35
H 1.678 -2.809 3.786 -0.6 0.2 0.3 0.38
H 6.056 2.230 1.617 -0.2 0.3 -0.1 0.22
H -1.368 1.113 -4.384 0.0 1.0 -0.9 0.40
H 1.585 2.530 -0.858 1.4 1.2 1.8 -0.02
H 5.732 3.452 4.513 0.3 -0.2 -0.2 0.40
H -2.860 2.638 -0.273 -0.1 0.1 0.3 0.29
H -5.739 -3.939 -2.510 0.0 -0.4 0.0 0.50
H 3.119 0.509 -0.206 0.8 2.0 1.9 0.58
H -1.355 -0.338 0.697 0.5 -0.1 4.0 0.88
H 4.080 1.927 -0.509 0.2 0.3 0.8 0.85
H 2.708 0.568 -1.427 0.7 1.9 -1.5 -1.79
H -4.714 -0.041 -0.416 0.0 -0.2 0.1 0.12
H -1.515 0.941 1.936 0.1 0.2 0.3 0.46
H 4.423 4.439 4.055 0.3 0.6 -0.3 0.50
H 3.709 2.204 5.207 -0.3 0.4 -0.2 0.42
H -1.600 -0.605 -4.016 -0.4 0.0 -0.1 0.82
H 0.941 3.556 0.448 -0.5 0.1 0.2 0.50
H -4.648 -3.394 -3.761 0.0 0.2 0.0 0.42
H -1.560 0.515 -0.559 -2.2 -1.7 -0.8 0.18
H -0.722 -5.651 2.454 0.3 0.2 0.7 0.45
H 0.695 -1.634 -2.499 0.0 -0.1 0.9 0.83
H -1.031 -1.194 -0.588 -0.9 0.1 0.0 -1.08
H -0.480 -0.876 -2.740 -2.4 0.1 -0.2 -0.08
H -6.263 -1.694 -1.486 -0.1 -0.4 0.1 0.53
H -2.675 3.463 -6.018 -0.1 -0.4 -0.4 0.28
H 5.791 0.992 2.833 0.7 0.5 0.4 0.53
H -5.649 -1.424 -3.072 0.4 0.4 -0.1 0.42
H 0.393 -5.063 1.288 -0.1 0.3 -0.3 0.39
H -4.560 -2.120 0.317 -0.6 0.0 0.1 0.29
H 0.320 -0.710 -0.999 -0.2 -1.7 -1.0 -0.93
H 0.421 1.951 0.374 -0.3 -0.5 -1.1 0.14
H 0.798 0.256 -0.280 0.0 1.7 0.5 0.71
H 0.526 0.456 -3.276 0.9 -0.3 -0.3 -0.48
H 0.680 -0.752 -4.175 0.0 0.1 -0.4 0.53
H -1.967 -3.332 -3.242 -0.1 0.0 -0.2 0.35
H -3.440 1.466 -1.901 0.0 -0.7 0.1 -0.23
H -3.287 -3.129 0.000 0.2 -0.6 0.1 -0.01
H -1.375 -4.673 1.282 0.1 0.5 -0.4 0.36
H 0.353 0.694 3.791 -0.4 -0.2 0.1 0.43
H 1.510 1.575 -2.103 3.7 -2.1 -0.1 2.46
H 1.072 -0.924 3.851 0.0 0.0 0.3 0.42
H -0.392 -2.711 0.242 -0.2 -0.3 -0.2 0.15
H 1.796 2.897 -3.461 1.0 0.2 -0.7 -0.10
H -1.953 -2.448 5.701 -0.1 -0.7 -0.2 0.53
```
Positions in Å, forces in eV/Å.


Below is an isolated molecule of C2H2O2S2 at a distorted geometry, with properties calculated with ωB97M-V with the def2-TZVPD basis set.

Calculated values
Lowest unoccupied orbital energy (eV): -0.877
Maximum force (eV Å⁻¹): 5.78
SMILES: O=C(S)C(=O)S
M (g/mol): 122.2
Relative energy (zero: lowest compared OMol25 entry of this formula, charge and spin) (kcal/mol): 42.8

XYZ file:
```
8
Properties=species:S:1:pos:R:3:forces:R:3:nbo_charge:R:1
S 2.295 0.047 -0.186 -2.4 3.1 2.6 0.05
S -2.263 -0.168 -0.155 1.5 1.4 0.9 -0.01
O -0.365 1.811 0.047 -0.8 -2.9 1.5 -0.52
O 0.249 -1.690 0.149 2.4 4.9 1.0 -0.56
C -0.615 0.633 0.293 1.0 1.3 -2.6 0.38
C 0.661 -0.482 0.289 -3.1 -4.5 -1.8 0.27
H -1.733 -1.382 -0.072 0.1 -0.4 0.1 0.18
H 1.862 1.455 0.469 1.2 -2.9 -1.7 0.21
```
Positions in Å, forces in eV/Å.


Below is a 2-piece molecular cluster, C2H7ClO3SSi overall at a distorted geometry, with properties calculated with ωB97M-V with the def2-TZVPD basis set.

Calculated values
Lowest unoccupied orbital energy (alpha / beta) (eV): -0.055 / -4.520
Maximum force (eV Å⁻¹): 5.65
M (g/mol): 174.7
<S²>: 2.01
2S+1: 3

XYZ file:
```
15
Properties=species:S:1:pos:R:3:forces:R:3:mulliken_spin:R:1
Cl -0.037 -0.138 2.600 -2.0 -4.3 1.3 0.69
S 0.842 1.740 2.224 3.2 2.9 -3.6 0.77
Si 0.725 2.649 -0.812 -1.4 -2.0 -1.0 0.01
O 1.266 4.018 -1.015 0.5 1.3 -0.6 0.00
O 0.789 1.841 0.569 0.5 -1.1 1.8 0.08
O -0.119 2.675 2.713 -1.7 1.7 1.5 0.44
C -0.068 -2.401 -0.289 -1.7 -0.1 1.4 0.01
C -0.853 -1.164 -0.851 1.0 -1.5 -2.7 0.00
H -0.066 1.565 -1.666 1.0 1.6 0.7 0.01
H -1.789 -1.491 -1.393 0.8 0.5 0.9 0.00
H -0.992 -0.282 -0.234 -0.2 -0.5 0.6 0.00
H -0.656 -3.115 0.343 -0.1 0.6 -0.8 0.00
H 0.611 -2.063 0.437 1.3 0.8 0.9 0.00
H 0.524 -3.023 -0.942 -0.2 0.2 -0.9 0.00
H -0.176 -0.811 -1.685 -0.8 -0.1 0.6 0.00
```
Positions in Å, forces in eV/Å.


Below is a 2-piece molecular cluster, C3H9NS2 overall at a distorted geometry, with properties calculated with ωB97M-V with the def2-TZVPD basis set.

Calculated values
Lowest unoccupied orbital energy (eV): 0.769
Maximum force (eV Å⁻¹): 5.59
SMILES: C=NC.CSS
M (g/mol): 123.2
Relative energy (zero: lowest compared OMol25 entry of this formula, charge and spin) (kcal/mol): 55.8

XYZ file:
```
15
Properties=species:S:1:pos:R:3:forces:R:3:nbo_charge:R:1
S -1.206 -1.110 0.878 -5.6 0.2 0.3 0.09
S 0.626 -1.314 0.852 5.5 0.1 -0.4 -0.10
N 0.751 1.662 -1.203 2.5 0.7 0.3 -0.40
C 2.005 1.645 -1.525 -1.0 -0.3 -0.6 -0.06
C -1.901 -0.793 -0.763 2.8 -2.6 -1.6 -0.76
C 0.462 2.559 -0.034 -2.6 -3.2 1.6 -0.46
H -2.882 -0.612 -0.627 -3.4 1.1 0.8 0.22
H 0.143 3.501 -0.355 -0.4 1.4 -0.7 0.20
H -1.942 -1.704 -1.446 0.6 0.8 1.0 0.21
H -1.422 -0.020 -1.316 0.5 0.8 -0.1 0.24
H 2.702 2.271 -0.951 0.2 -0.3 -0.2 0.14
H 2.454 1.069 -2.435 -1.3 0.9 1.7 0.18
H -0.475 2.080 0.552 1.8 1.0 -1.5 0.20
H 0.894 -2.565 0.437 -0.3 -0.4 0.0 0.09
H 1.149 2.674 0.808 0.9 -0.2 -0.6 0.19
```
Positions in Å, forces in eV/Å.


- What is the M in the first record?
  754.0 g/mol


- Number 4 is which compound?
  C3H9NS2


- Which formula does entry 1 have?
  C32H76LiN9O10